# 1
133
Properties=species:S:1:pos:R:3:lowdin_charge:R:1 method="wB97M-V/def2-TZVPD" smiles="COC[C@H](C)N.COC[C@H](C)N.COC[C@H](C)N.COC[C@H](C)N.COC[C@H](C)N.NC(N)=O.NC(N)=O.NC(N)=O.NC(N)=O.NC(N)=O.NC(N)=O" homo_ev=-7.951 homo_lumo_gap_ev=8.18 e_above_lowest_ev=1.439 e_lumo_ev=0.229 total_charge=0
C -27.21 11.23 -27.38 -0.071
C -27.52 11.32 -28.88 -0.368
C -27.74 9.97 -29.53 -0.206
O -26.70 9.61 -30.42 -0.182
C -27.14 8.84 -31.51 -0.135
N -28.79 12.13 -28.94 0.024
H -27.00 12.20 -26.95 0.070
H -26.30 10.62 -27.25 0.083
H -27.98 10.75 -26.78 0.045
H -26.88 11.95 -29.49 0.133
H -28.67 9.98 -30.12 0.118
H -27.98 9.20 -28.78 0.118
H -26.21 8.57 -32.01 0.085
H -27.78 9.40 -32.20 0.089
H -27.72 7.93 -31.32 0.087
H -29.45 11.68 -28.32 0.024
H -28.63 13.07 -28.60 0.061
C -32.37 8.94 -26.63 -0.079
C -31.22 9.66 -25.90 -0.416
C -29.99 8.80 -25.94 -0.221
O -28.97 9.42 -25.17 -0.231
C -27.90 8.52 -24.90 -0.077
N -31.05 10.89 -26.70 0.045
H -32.16 8.84 -27.70 0.080
H -33.27 9.56 -26.65 0.075
H -32.61 7.96 -26.22 0.076
H -31.55 9.87 -24.88 0.142
H -29.61 8.64 -26.95 0.124
H -30.27 7.80 -25.60 0.127
H -27.11 8.96 -24.30 0.061
H -27.54 8.22 -25.89 0.091
H -28.31 7.62 -24.42 0.089
H -30.23 11.37 -26.29 0.038
H -31.76 11.57 -26.44 0.085
C -22.16 12.20 -21.33 -0.073
C -20.86 11.88 -20.57 -0.397
C -19.76 11.59 -21.56 -0.211
O -18.53 11.43 -20.88 -0.180
C -17.54 10.77 -21.63 -0.116
N -20.49 13.09 -19.79 0.048
H -22.60 11.35 -21.87 0.059
H -21.97 12.90 -22.15 0.045
H -22.90 12.66 -20.67 0.075
H -21.13 10.99 -20.00 0.136
H -19.66 12.30 -22.39 0.103
H -19.98 10.62 -22.02 0.116
H -17.30 11.43 -22.48 0.078
H -17.90 9.79 -21.96 0.079
H -16.61 10.63 -21.08 0.084
H -21.30 13.29 -19.20 0.064
H -20.57 13.88 -20.44 0.069
C -26.06 14.78 -22.00 -0.071
C -27.38 14.16 -21.48 -0.411
C -27.86 12.96 -22.29 -0.169
O -27.94 13.37 -23.67 -0.180
C -28.37 12.28 -24.44 -0.144
N -27.20 13.74 -20.10 0.038
H -26.19 15.40 -22.88 0.068
H -25.41 13.95 -22.30 0.058
H -25.53 15.23 -21.17 0.068
H -28.13 14.96 -21.52 0.133
H -28.89 12.73 -22.00 0.133
H -27.16 12.12 -22.22 0.102
H -28.61 12.51 -25.47 0.070
H -29.20 11.70 -24.02 0.090
H -27.57 11.53 -24.49 0.060
H -26.72 12.86 -19.92 0.027
H -26.87 14.50 -19.53 0.062
C -18.35 9.60 -25.97 -0.057
C -19.60 10.43 -25.64 -0.404
C -20.00 11.26 -26.83 -0.226
O -19.10 12.32 -27.04 -0.236
C -19.28 13.27 -28.07 -0.056
N -20.66 9.48 -25.28 0.044
H -18.39 8.98 -26.87 0.079
H -18.13 8.90 -25.16 0.072
H -17.43 10.17 -26.14 0.077
H -19.44 11.11 -24.80 0.123
H -20.98 11.71 -26.59 0.078
H -20.20 10.64 -27.71 0.134
H -20.32 13.29 -28.42 0.070
H -18.66 13.06 -28.95 0.091
H -19.05 14.23 -27.62 0.096
H -20.73 8.76 -25.98 0.091
H -20.42 9.10 -24.37 0.084
C -25.66 10.38 -20.05 -0.604
O -26.55 11.08 -19.50 -0.026
N -24.53 10.00 -19.36 0.161
N -25.69 9.94 -21.35 0.182
H -23.89 9.28 -19.65 0.075
H -24.55 10.19 -18.38 0.102
H -24.78 9.67 -21.70 0.053
H -26.46 10.13 -21.96 0.077
C -24.29 10.99 -24.47 -0.573
O -24.82 9.87 -24.44 -0.040
N -24.99 12.19 -24.39 0.187
N -22.95 11.26 -24.76 0.147
H -26.00 12.19 -24.36 0.055
H -24.49 12.99 -24.02 0.023
H -22.68 12.22 -24.87 0.043
H -22.28 10.47 -24.85 0.064
C -22.86 7.42 -22.23 -0.639
O -22.65 8.46 -21.59 -0.017
N -23.86 7.34 -23.16 0.165
N -22.11 6.28 -22.07 0.151
H -24.37 6.53 -23.44 0.096
H -24.27 8.24 -23.37 0.046
H -21.38 6.27 -21.38 0.101
H -22.44 5.47 -22.55 0.088
C -19.14 14.18 -24.02 -0.658
O -19.06 14.94 -23.06 0.023
N -18.13 13.60 -24.74 0.164
N -20.36 13.76 -24.54 0.176
H -18.34 13.06 -25.58 0.053
H -17.19 13.86 -24.49 0.107
H -20.42 13.33 -25.45 0.056
H -21.24 13.81 -24.04 0.049
C -23.50 14.89 -24.27 -0.605
O -23.08 13.74 -24.05 -0.107
N -23.52 15.86 -23.33 0.193
N -23.79 15.24 -25.55 0.204
H -23.70 16.82 -23.58 0.111
H -23.03 15.67 -22.47 0.122
H -23.51 14.54 -26.23 0.061
H -23.98 16.17 -25.85 0.104
C -22.92 12.62 -28.37 -0.590
O -22.72 13.51 -27.55 -0.001
N -23.30 12.82 -29.71 0.159
N -22.99 11.26 -28.01 0.165
H -23.30 13.75 -30.07 0.102
H -23.32 12.02 -30.30 0.081
H -23.02 11.20 -26.99 0.066
H -22.89 10.54 -28.68 0.091

---

# 2
121
Properties=species:S:1:pos:R:3:lowdin_charge:R:1 method="wB97M-V/def2-TZVPD" smiles=COC[C@H](C)N.COC[C@H](C)N.COC[C@H](C)N.COC[C@H](C)N.COC[C@H](C)N.CO.CO.CO.CO.CO.CO homo_ev=-8.971 homo_lumo_gap_ev=9.24 e_above_lowest_ev=17.213 e_lumo_ev=0.272 total_charge=0
C 4.03 7.03 -1.46 -0.082
C 2.77 6.32 -1.15 -0.472
C 3.05 4.99 -0.24 -0.227
O 3.76 4.00 -0.86 -0.210
C 3.85 2.76 -0.20 -0.120
N 1.75 7.10 -0.57 0.054
H 4.69 6.13 -1.77 0.104
H 4.37 7.54 -0.61 0.055
H 3.94 7.73 -2.37 0.107
H 2.46 5.79 -2.08 0.140
H 2.06 4.44 0.14 0.136
H 3.43 5.40 0.71 0.115
H 2.84 2.30 0.05 0.077
H 4.66 2.83 0.53 0.102
H 4.24 2.09 -0.98 0.095
H 1.59 7.01 0.50 0.130
H 0.95 7.21 -0.98 -0.008
C -3.34 -4.32 3.54 -0.103
C -3.54 -2.94 3.44 -0.504
C -2.36 -2.18 2.87 -0.123
O -1.19 -2.29 3.81 -0.239
C -0.07 -1.58 3.41 -0.154
N -4.67 -2.68 2.57 0.063
H -2.61 -4.65 4.34 0.119
H -2.95 -4.84 2.63 0.100
H -4.06 -4.96 3.83 0.038
H -3.73 -2.59 4.45 0.142
H -2.67 -0.99 2.90 0.158
H -1.96 -2.34 1.81 0.105
H 0.69 -1.62 4.27 0.110
H -0.57 -0.55 3.37 0.100
H 0.27 -2.13 2.55 0.050
H -5.58 -3.06 3.07 0.141
H -4.95 -1.80 2.45 -0.057
C -1.92 -0.56 -0.66 -0.036
C -0.39 -0.57 -0.93 -0.380
C 0.22 0.78 -1.11 -0.296
O -0.27 1.33 -2.23 -0.194
C 0.43 2.56 -2.66 -0.027
N 0.32 -1.20 0.16 0.054
H -2.43 0.31 0.00 0.108
H -2.38 -1.41 -0.17 0.056
H -2.27 0.00 -1.55 0.073
H -0.19 -1.29 -1.83 0.164
H 1.22 0.84 -1.26 0.080
H 0.22 1.43 -0.25 0.120
H 1.36 2.34 -3.31 0.114
H 0.85 3.10 -1.72 0.100
H -0.22 3.31 -3.06 0.075
H 0.38 -0.57 0.97 0.078
H 1.22 -1.31 -0.15 -0.008
C -4.50 1.90 2.75 -0.021
C -5.93 1.57 2.17 -0.400
C -5.88 1.81 0.67 -0.216
O -5.66 3.18 0.51 -0.159
C -5.80 3.53 -0.82 -0.123
N -6.08 0.15 2.39 0.056
H -4.50 1.68 3.85 0.105
H -4.61 2.91 2.51 0.049
H -3.70 1.45 2.27 0.043
H -6.60 2.13 2.63 0.093
H -6.65 1.14 0.18 0.156
H -4.96 1.41 0.44 0.085
H -5.77 4.51 -0.78 0.025
H -6.87 3.54 -1.04 0.096
H -5.13 3.02 -1.64 0.144
H -7.06 0.07 2.53 0.078
H -5.80 0.12 3.31 0.030
C 2.77 -3.47 0.70 -0.032
C 3.80 -2.59 -0.22 -0.363
C 4.90 -3.59 -0.92 -0.110
O 5.53 -4.15 0.34 -0.166
C 6.72 -4.79 -0.09 -0.140
N 3.12 -1.90 -1.32 0.028
H 2.24 -4.13 0.15 0.001
H 1.88 -2.92 1.12 0.056
H 3.35 -4.10 1.49 0.111
H 4.31 -1.89 0.50 0.124
H 5.54 -2.85 -1.64 0.162
H 4.13 -4.05 -1.46 0.081
H 6.72 -5.57 -0.82 0.088
H 6.98 -5.32 0.83 0.097
H 7.56 -4.32 -0.21 0.018
H 2.63 -2.49 -1.97 0.077
H 3.81 -1.48 -1.92 0.044
C -1.02 -4.55 0.60 -0.233
O -0.30 -4.07 -0.42 -0.118
H -1.99 -4.10 0.40 0.074
H -0.89 -4.35 1.54 -0.012
H -1.11 -5.73 0.76 0.137
H -0.05 -3.12 -0.29 0.044
C 3.44 -0.66 -4.53 -0.136
O 4.74 -1.14 -4.24 -0.065
H 2.87 0.16 -4.12 0.090
H 2.82 -1.30 -4.41 -0.032
H 3.37 -0.34 -5.52 0.075
H 4.99 -2.01 -4.45 0.058
C -0.06 2.84 3.36 -0.181
O -0.84 2.16 4.24 -0.074
H 0.91 2.93 3.73 0.056
H -0.65 3.70 3.34 0.058
H -0.12 2.29 2.23 0.133
H -0.35 1.68 4.79 0.005
C -2.52 -3.16 -3.45 -0.217
O -3.55 -2.41 -4.02 -0.148
H -1.83 -2.41 -2.90 0.087
H -1.79 -3.51 -4.04 0.015
H -2.65 -4.08 -2.78 0.108
H -4.28 -3.13 -4.35 0.166
C -1.12 0.49 -5.25 -0.179
O 0.10 0.02 -4.87 -0.083
H -1.75 -0.02 -6.15 0.138
H -0.95 1.48 -5.54 0.053
H -1.78 0.43 -4.45 0.043
H 0.30 0.24 -4.02 -0.011
C 3.21 0.56 2.07 -0.247
O 2.11 0.24 2.73 -0.157
H 3.11 0.28 0.98 0.085
H 4.02 0.03 2.58 0.100
H 3.28 1.64 2.09 0.059
H 2.55 0.17 3.69 0.170